No. 1
{"formula": "C3H5FeO4", "method": "ωB97M-V/def2-TZVPD", "symbols": ["O", "C", "C", "O", "O", "C", "H", "H", "H", "H", "O", "H", "Fe"], "coordinates": [[-1.63644, 0.54416, 0.05854], [-0.76543, 1.27656, -0.61724], [-1.30136, -0.85556, 0.12417], [-0.59825, 2.45501, -0.44881], [0.30212, 0.48970, -0.90592], [-0.10544, -0.99340, -0.79493], [-2.17444, -1.42115, -0.21172], [-0.92253, -0.99213, 1.23840], [-0.25133, -1.28617, -1.83720], [0.67625, -1.63390, -0.38091], [2.03037, 0.57515, 1.60238], [2.74308, 0.60521, 2.23909], [2.00340, 1.23652, -0.06585]], "mulliken_charge": [-0.2854, 0.8630, -0.2497, -0.5009, -0.4452, -0.2362, 0.3138, 0.2720, 0.2665, 0.2666, -0.7499, 0.2893, 1.1960], "gap_ev": [10.15, 9.40], "e_homo_ev": [-15.6, -15.4], "total_energy_ha": -1681.66274, "e_lumo_ev": [-5.50, -6.05], "multiplicity": 5, "charge": 1}



No. 2
{"formula": "C4H6O2S", "method": "ωB97M-V/def2-TZVPD", "symbols": ["C", "C", "C", "C", "O", "O", "S", "H", "H", "H", "H", "H", "H"], "coordinates": [[-0.50816, -0.98337, -0.39564], [0.79106, -0.54311, 0.34449], [-1.68045, -0.43771, 0.41764], [0.97511, 0.98435, 0.12396], [0.43089, 1.81422, 0.81137], [1.69966, 1.37968, -0.98462], [-2.89528, 0.32097, -0.30133], [-0.74742, -0.58151, -1.44668], [-0.40370, -2.13596, -0.24680], [0.77395, -0.46793, 1.47116], [1.57303, -1.03849, -0.07976], [-1.39805, -0.59056, 1.52138], [1.38935, 2.27941, -1.23517]], "mulliken_charge": [-0.4463, -0.6153, -0.2216, 0.5408, -0.5204, -0.4821, -0.1459, 0.3447, 0.1973, 0.2928, 0.3835, 0.3252, 0.3472], "gap_ev": [7.50, 7.83], "e_homo_ev": [-6.7, -10.2], "total_energy_ha": -704.55847, "e_lumo_ev": [0.77, -2.40], "multiplicity": 3}



No. 3
{"formula": "C10H14CaN2P", "method": "ωB97M-V/def2-TZVPD", "symbols": ["C", "C", "C", "C", "C", "Ca", "P", "H", "H", "H", "H", "H", "H", "H", "H", "N", "C", "C", "C", "N", "C", "C", "H", "H", "H", "H", "H", "H"], "coordinates": [[2.76253, 0.50602, -0.23724], [3.44837, 0.70480, 0.99116], [3.32089, 2.07769, 1.36265], [2.55860, 2.74780, 0.36014], [2.19381, 1.80088, -0.63664], [0.11210, -0.51333, -2.53544], [1.51048, -2.86800, -2.36460], [2.70545, -0.42569, -0.80738], [3.97371, -0.06329, 1.55707], [3.74289, 2.53826, 2.25366], [1.64367, 2.00871, -1.56102], [2.29363, 3.80366, 0.35425], [1.15022, -3.87858, -1.40121], [2.93242, -2.91524, -2.12843], [1.51691, -3.73474, -3.51822], [-4.25916, -0.04986, 2.03668], [-3.26276, -0.11617, 1.11738], [-2.24376, 0.86576, 1.10406], [-1.26038, 0.79594, 0.13783], [-1.25737, -0.20391, -0.79419], [-2.22051, -1.17743, -0.77300], [-3.23395, -1.16142, 0.16657], [-4.30328, 0.70062, 2.71234], [-5.00004, -0.73634, 2.06563], [-2.23983, 1.67001, 1.84134], [-0.44918, 1.52219, 0.06131], [-2.13097, -1.96373, -1.53610], [-4.00448, -1.93462, 0.17141]], "mulliken_charge": [0.2145, -0.8690, -0.3790, -0.7198, -0.5218, -0.5708, -0.3598, 0.0283, 0.3658, 0.3954, 0.2719, 0.3606, 0.0960, 0.1055, 0.1745, -0.4617, 1.1720, -0.6413, -0.3903, 0.1215, 0.2222, -0.9567, 0.1908, 0.1868, 0.2943, 0.1486, 0.2608, 0.2609], "gap_ev": 3.09, "e_homo_ev": -0.7, "total_energy_ha": -1517.79503, "e_lumo_ev": 2.37, "multiplicity": 1, "charge": -1}



No. 4
{"formula": "C7H14N", "method": "ωB97M-V/def2-TZVPD", "symbols": ["C", "C", "C", "C", "C", "C", "C", "N", "H", "H", "H", "H", "H", "H", "H", "H", "H", "H", "H", "H", "H", "H"], "coordinates": [[1.72584, -1.84700, -0.90041], [0.47477, -1.91091, -0.05657], [0.38466, -0.65151, 0.85025], [-1.01414, -0.20505, 1.13741], [-1.71542, 0.87735, 0.62676], [-1.24675, 1.87061, -0.20071], [-1.86690, 3.16850, -0.55408], [2.77499, -1.52860, -0.22408], [1.76341, -2.57250, -1.72490], [1.67930, -0.56142, -1.55481], [-0.49966, -1.92602, -0.55301], [0.68775, -2.80271, 0.54158], [0.93067, -0.72427, 1.79237], [-1.51679, -0.61968, 2.01172], [-2.75817, 0.90979, 0.93505], [-0.17476, 1.77409, -0.43746], [-1.70332, 3.13193, -1.66049], [-2.97022, 3.02964, -0.48785], [-1.52600, 4.02942, 0.00249], [0.78075, 0.18363, 0.26842], [3.59221, -1.80779, -0.77179], [1.66640, -0.01557, -2.14983]], "mulliken_charge": [-0.1241, -0.5713, -0.3290, -0.1559, -0.2613, -0.0023, -1.0255, -0.5042, 0.4977, -0.2644, 0.4279, 0.2779, 0.3781, 0.4166, 0.3323, 0.3413, 0.3265, 0.3342, 0.3412, 0.1908, 0.2655, 0.1081], "gap_ev": 6.83, "e_homo_ev": -13.5, "total_energy_ha": -329.42323, "e_lumo_ev": -6.62, "multiplicity": 1, "charge": 1}



No. 5
{"formula": "C12H25BN2O4", "method": "ωB97M-V/def2-TZVPD", "symbols": ["C", "C", "C", "C", "C", "O", "N", "C", "C", "O", "N", "C", "C", "C", "C", "C", "B", "O", "O", "H", "H", "H", "H", "H", "H", "H", "H", "H", "H", "H", "H", "H", "H", "H", "H", "H", "H", "H", "H", "H", "H", "H", "H", "H"], "coordinates": [[4.41988, 2.90957, -2.82721], [3.74491, 3.16776, -1.48898], [3.93877, 1.94725, -0.53018], [2.97994, 0.81914, -0.82706], [1.55564, 1.31820, -0.73540], [0.89059, 1.54147, -1.74136], [1.02118, 1.49062, 0.53490], [-0.41593, 1.62562, 0.73819], [-0.90958, 0.32004, 1.32287], [-0.08452, -0.39506, 1.88073], [-2.25985, -0.01456, 1.24507], [-2.75490, -1.32090, 1.55173], [-1.87530, -2.43858, 0.97566], [-1.88138, -2.63228, -0.54417], [-1.17131, -1.55792, -1.37392], [-3.28436, -2.84117, -1.00148], [-2.99707, -1.36416, 3.11308], [-4.17120, -1.85048, 3.65865], [-1.96376, -1.03181, 3.98290], [4.15013, 1.95214, -3.23746], [5.51306, 2.90510, -2.74378], [4.17955, 3.69525, -3.54786], [4.11862, 4.09383, -1.07285], [2.67019, 3.34546, -1.59290], [4.96935, 1.62999, -0.69049], [3.76382, 2.26639, 0.50726], [3.17652, 0.44170, -1.82756], [3.13912, -0.02589, -0.14306], [1.38524, 1.02102, 1.36525], [-0.71180, 2.46240, 1.36766], [-0.85631, 1.80093, -0.22374], [-2.90582, 0.56273, 0.70372], [-3.78786, -1.46229, 1.21897], [-2.18231, -3.39071, 1.42915], [-0.84821, -2.30075, 1.29269], [-1.29223, -3.56802, -0.67150], [-1.22132, -1.71883, -2.45966], [-0.11601, -1.53064, -1.11907], [-1.61595, -0.57771, -1.16302], [-3.31685, -3.20172, -2.02464], [-3.87941, -1.90627, -0.92382], [-3.81470, -3.61759, -0.40749], [-4.08597, -1.76008, 4.62334], [-1.21260, -0.80921, 3.40684]], "mulliken_charge": [-1.2089, -0.2419, -0.7807, -0.7885, 0.6514, -0.6281, -0.1599, -1.0416, 0.7051, -0.7996, 0.0786, -0.6727, -0.8991, 0.8850, -1.3988, -1.6500, 0.5776, -0.5331, -0.7509, 0.2908, 0.3252, 0.3540, 0.3564, 0.2152, 0.4207, 0.3200, 0.3318, 0.3138, 0.3147, 0.3336, 0.4058, 0.3562, 0.4250, 0.5217, 0.3425, 0.2693, 0.4929, 0.2797, 0.1980, 0.4514, 0.3167, 0.3585, 0.3097, 0.3524], "gap_ev": 10.04, "smiles": "CCCCC(=O)NCC(=O)N[C@@H](CC(C)C)B(O)O", "e_homo_ev": -9.6, "total_energy_ha": -907.71129, "e_lumo_ev": 0.48, "multiplicity": 1}



No. 6
{"formula": "C25H48Br6FIN2O2PS", "method": "ωB97M-V/def2-TZVPD", "symbols": ["C", "C", "C", "I", "C", "N", "C", "C", "C", "N", "S", "C", "C", "C", "C", "C", "O", "O", "C", "C", "C", "C", "F", "P", "C", "C", "C", "H", "H", "H", "H", "H", "H", "H", "H", "H", "H", "H", "H", "H", "H", "H", "H", "H", "H", "H", "H", "H", "H", "H", "H", "H", "H", "H", "H", "H", "H", "H", "H", "H", "H", "H", "H", "Br", "C", "C", "Br", "H", "H", "H", "H", "Br", "C", "C", "Br", "H", "H", "H", "H", "Br", "C", "C", "Br", "H", "H", "H", "H"], "coordinates": [[3.74464, 2.89071, 0.18915], [3.22786, 2.51209, -1.29605], [1.63919, 2.68692, -1.36441], [1.34315, 4.63387, -2.29534], [0.81569, 1.46085, -1.92432], [-0.65899, 1.42336, -1.53401], [-1.23774, 2.52933, -1.18434], [-1.30524, 3.20010, 0.28237], [-2.14957, 3.32696, -2.25902], [0.57166, 1.31116, -3.42224], [1.73150, 1.80822, -4.60975], [-0.06353, -0.08712, -3.50315], [-1.52346, -0.16433, -4.19301], [-2.21059, -1.62122, -4.08429], [-3.41967, -1.69649, -3.03926], [-3.22882, -2.81016, -1.90069], [-3.96004, -2.72790, -0.89717], [-2.32572, -3.88300, -2.00366], [-0.00087, -0.82646, -2.08981], [1.16767, 0.01712, -1.27265], [1.01646, -0.04827, 0.33793], [0.90781, -1.54607, 0.88272], [0.15407, -1.44976, 2.12259], [2.61985, -1.12940, -1.63975], [3.53014, -0.70400, -3.27862], [4.04332, -0.88670, -0.35550], [4.88143, -2.28032, -0.44527], [3.50696, 2.08555, 0.95714], [4.82664, 3.23332, 0.20403], [3.12615, 3.80935, 0.49173], [3.75043, 3.26640, -1.98335], [3.62861, 1.49836, -1.57029], [1.32564, 2.81435, -0.26833], [-2.30312, 2.83284, 0.71611], [-0.47512, 2.72080, 0.89054], [-1.24979, 4.33428, 0.23974], [-1.53516, 3.95384, -2.97346], [-2.90297, 4.01489, -1.76058], [-2.75095, 2.59649, -2.91103], [-0.26277, 1.88486, -3.67782], [1.25758, 2.88760, -5.34563], [0.63747, -0.62371, -4.22271], [-2.19145, 0.52978, -3.56478], [-1.53011, 0.26098, -5.24335], [-1.41513, -2.42555, -3.89484], [-2.63671, -1.84399, -5.11976], [-3.63601, -0.72908, -2.49395], [-4.36516, -1.98360, -3.61684], [-1.78166, -3.89972, -1.16520], [0.46596, -1.83717, -2.38200], [-0.92071, -1.15923, -1.53361], [1.91643, 0.49629, 0.79383], [0.10075, 0.49720, 0.71838], [1.90538, -1.99935, 1.17876], [0.33526, -2.24194, 0.20174], [2.86104, -1.06045, -4.12594], [3.83227, 0.37667, -3.37482], [4.47526, -1.34412, -3.25189], [3.66348, -0.83575, 0.70524], [4.77411, -0.08070, -0.65827], [4.19596, -3.16905, -0.65445], [5.57320, -2.18497, -1.34907], [5.55280, -2.43193, 0.45414], [3.91352, 6.73525, 1.02355], [2.47800, 7.24549, 2.23933], [2.60615, 6.53913, 3.56496], [2.02298, 4.68269, 3.43608], [1.53914, 7.03474, 1.72880], [2.58324, 8.32361, 2.36616], [1.94858, 6.99279, 4.30712], [3.62508, 6.52611, 3.94915], [-1.56447, -4.20173, 0.88214], [-3.01430, -3.69777, 2.08373], [-2.94203, -4.46808, 3.37721], [-3.58128, -6.29524, 3.15009], [-3.94514, -3.85160, 1.53935], [-2.87639, -2.63082, 2.26327], [-3.60233, -4.02697, 4.12300], [-1.93441, -4.53290, 3.78524], [-4.34894, -6.87812, 8.80907], [-5.18589, -5.22306, 8.21211], [-4.68735, -4.81857, 6.84766], [-2.90209, -4.04008, 6.94759], [-4.99360, -4.47469, 8.97983], [-6.25437, -5.43978, 8.18137], [-5.31664, -4.03357, 6.42611], [-4.63229, -5.64987, 6.14520]], "mulliken_charge": [-0.7755, 0.5909, -1.3155, 0.0446, -0.0473, 0.1382, 0.1560, -1.0446, -1.0305, 0.5384, -0.1181, 0.1371, -0.4425, -0.7242, -0.6343, 0.5026, -0.5345, -0.4525, -1.6988, 1.7319, -0.9215, 0.2163, -0.3969, -0.2469, -1.1180, -0.3329, -1.1152, 0.1578, 0.4584, -0.0845, 0.6034, -0.7751, 0.4170, 0.4078, 0.1760, 0.3339, 0.1768, 0.4095, 0.2426, 0.6460, 0.2260, 0.2652, -0.1581, 0.3793, 0.4079, 0.4155, 0.2896, 0.4163, 0.1977, 0.8507, 0.0446, -0.2216, 0.4038, 0.2599, -0.0294, 0.3134, 0.2062, 0.5039, 0.4456, 0.3850, 0.2980, 0.3210, 0.3595, -0.1326, -0.5564, -0.5624, -0.1393, 0.3199, 0.3588, 0.3449, 0.3687, -0.1029, -0.6790, -0.4230, -0.1375, 0.4700, 0.3811, 0.1788, 0.4361, -0.1282, -0.6413, -0.5640, -0.1284, 0.3863, 0.3673, 0.3864, 0.3406], "gap_ev": 7.63, "e_homo_ev": -11.0, "total_energy_ha": -17822.05605, "e_lumo_ev": -3.36, "multiplicity": 1, "charge": 1}



No. 7
{"formula": "C22H28AsN2O7S2SiW", "method": "ωB97M-V/def2-TZVPD", "symbols": ["W", "O", "As", "O", "O", "C", "C", "C", "C", "C", "C", "S", "O", "O", "O", "H", "H", "H", "H", "H", "C", "C", "C", "N", "C", "S", "N", "C", "O", "C", "C", "C", "C", "C", "C", "H", "H", "H", "H", "H", "H", "H", "H", "H", "H", "H", "H", "H", "H", "C", "Si", "C", "C", "C", "C", "H", "H", "H", "H", "H", "H", "H", "H", "H"], "coordinates": [[0.74569, -1.16823, 1.02969], [1.95937, -5.00627, 3.07628], [2.61869, -3.39396, 2.85167], [1.22162, -2.74337, 1.85492], [0.87810, -1.72986, -0.56013], [2.08450, -2.64478, 4.59030], [2.26139, -3.50276, 5.67001], [2.09174, -3.05593, 6.97512], [1.76950, -1.73839, 7.22738], [1.59667, -0.85521, 6.17156], [1.75292, -1.31504, 4.87284], [1.40166, -0.14920, 3.61082], [0.06043, -0.49212, 3.02355], [1.53592, 1.16522, 4.12494], [2.30390, -0.45962, 2.42080], [1.08332, -5.02051, 3.48214], [2.53917, -4.53474, 5.49567], [2.22854, -3.74796, 7.79528], [1.65463, -1.38641, 8.24324], [1.34589, 0.18147, 6.34688], [-1.55937, -1.62010, -2.96927], [-2.00355, -0.17838, -3.16706], [-0.88437, 0.84937, -3.08372], [-0.34406, 0.92368, -1.71579], [0.86162, 1.24496, -1.34750], [1.48231, 1.02763, 0.28300], [1.76862, 1.76104, -2.22010], [1.51656, 2.82676, -3.14419], [0.46399, 3.40887, -3.12790], [2.63302, 3.09809, -4.07181], [2.65469, 4.33980, -4.70466], [3.67749, 4.63924, -5.58617], [4.66973, 3.70147, -5.84371], [4.64339, 2.45988, -5.22412], [3.62658, 2.15593, -4.33357], [-2.39660, -2.30259, -3.10681], [-1.15496, -1.79061, -1.97390], [-0.78794, -1.88926, -3.69374], [-2.77393, 0.08376, -2.43849], [-2.46531, -0.05699, -4.14843], [-1.23296, 1.84157, -3.36402], [-0.05870, 0.58463, -3.74791], [-0.97018, 0.60824, -0.97520], [2.72970, 1.66648, -1.92840], [1.87091, 5.05393, -4.49221], [3.70351, 5.60405, -6.07389], [5.46766, 3.93825, -6.53501], [5.41148, 1.72920, -5.43678], [3.59848, 1.17603, -3.87363], [-5.03807, -1.90525, 1.66218], [-4.31880, -0.37870, 0.88055], [-4.49086, 1.12818, 1.95516], [-5.00298, -0.08445, -0.82546], [-2.47363, -0.71935, 0.74687], [-1.27647, -0.93820, 0.83374], [-6.11494, -1.78239, 1.79678], [-4.59439, -2.09026, 2.64147], [-4.87561, -2.78627, 1.04078], [-5.54779, 1.36302, 2.09977], [-4.01425, 1.99980, 1.50366], [-4.04251, 0.96557, 2.93628], [-6.08490, 0.05467, -0.75943], [-4.81785, -0.92958, -1.49104], [-4.58841, 0.81601, -1.27927]], "mulliken_charge": [1.5590, -0.6084, 0.5044, -0.5335, -0.4130, -0.3441, -0.3033, -0.6690, -0.5651, -0.6511, 0.5537, 1.5271, -0.5504, -0.5950, -0.7177, 0.3550, 0.5570, 0.3996, 0.4110, 0.4708, -0.9792, -0.3927, -0.6464, 0.3693, 0.6097, -0.3770, -0.1141, 0.2244, -0.5383, 0.5512, -0.4737, -0.5783, -0.3663, -0.8140, -0.2558, 0.4034, 0.1278, 0.3549, -0.0336, 0.4284, 0.3578, 0.4564, -0.2226, 0.4662, 0.4485, 0.4036, 0.3956, 0.4071, 0.4701, -0.9653, -0.1004, -0.9835, -0.9439, -0.0495, 0.0044, 0.3303, 0.3178, 0.3252, 0.3418, 0.3261, 0.3277, 0.3886, 0.3127, 0.2979], "gap_ev": 7.63, "e_homo_ev": -12.2, "total_energy_ha": -4879.96331, "e_lumo_ev": -4.61, "multiplicity": 1, "charge": 1}



No. 8
{"formula": "C2H14O4", "method": "ωB97M-V/def2-TZVPD", "symbols": ["C", "C", "H", "H", "H", "H", "H", "H", "O", "H", "H", "O", "H", "H", "O", "H", "H", "O", "H", "H"], "coordinates": [[-0.59692, -1.48953, -1.45099], [-0.98885, -0.08722, -1.89503], [-1.05895, -1.73418, -0.48526], [0.51775, -1.69700, -1.32412], [-0.93966, -2.24054, -2.01734], [-0.96237, 0.75875, -1.04892], [-0.34786, 0.17623, -2.79356], [-2.08443, -0.05932, -2.24031], [-1.27262, 0.11809, 2.36968], [-2.04332, 0.20730, 2.80735], [-1.09818, -0.66680, 1.92363], [1.42321, 1.32851, 0.30734], [0.87098, 1.46566, 1.05584], [1.05207, 0.96216, -0.44695], [2.50630, -1.32776, -0.35139], [2.68131, -1.92825, -1.04709], [2.85230, -0.52103, -0.69003], [0.02530, 2.55694, 2.24718], [0.38771, 1.66623, 2.68079], [-0.92377, 2.51177, 2.39918]], "mulliken_charge": [-0.6458, -0.7786, 0.1579, 0.0688, 0.5059, 0.1715, 0.2356, 0.3035, -0.5388, 0.2550, 0.2932, -0.6249, 0.3726, 0.2481, -0.6186, 0.3022, 0.3108, -0.6980, 0.3761, 0.3035], "gap_ev": 11.06, "smiles": "CC.O.O.O.O", "e_homo_ev": -10.6, "total_energy_ha": -385.48498, "e_lumo_ev": 0.45, "multiplicity": 1}



Record order is preserved below.
Energy relative to the best compared isomer or geometry (same formula, charge and spin): 155.1 0.0 48.0 483.9 0.0 316.1 0.0 192.7 kJ/mol